FLaNO2S2 | the ωB97M-V functional and the def2-TZVPD basis

Last column: Mulliken charge in e.
Element x y z (Å)
La  0.495  -2.287  -0.575  1.856
N  0.187  0.348  -0.689  -0.448
S  -1.142  0.289  0.456  0.758
O  -2.283  0.767  -0.393  -0.506
O  -1.154  -1.293  0.510  -0.576
S  1.487  1.206  -0.382  0.229
F  2.411  0.970  1.073  -0.313

Calculated values
Charge: +1
F_max (eV Å⁻¹): 4.9
Energy above the lowest of the compared OMol25 structures with the same formula, charge and spin (kcal/mol): 19.53
HOMO (spin up / spin down) (eV): -11.622 / -11.624
E_tot (Eh): -1132.7156